DFT (the ωB97M-V functional and the def2-TZVPD basis) results for C30H50BrN3OP2Pd as an isolated structure at a distorted geometry.

Output
HOMO level in eV: -5.20
Total charge: 0
Energy in hartree: -4797.042094
Lowest unoccupied orbital energy in Eh: 0.0001
Orbital gap in eV: 5.21
2S+1: 1

Last column: Löwdin charge in e.
Cartesian coordinates (Å):
C (0.817, 0.380, -5.167)  -0.01
C (1.508, -0.285, -4.126)  -0.26
C (2.923, -0.132, -4.058)  -0.01
C (3.457, 1.034, -4.641)  -0.16
N (2.720, 1.809, -5.442)  0.03
C (1.448, 1.506, -5.722)  -0.15
C (0.784, -0.786, -3.066)  0.00
C (0.337, -1.166, -1.984)  0.01
C (-0.076, -2.343, -1.321)  -0.26
C (-0.477, -2.160, 0.031)  -0.28
C (-0.423, -3.259, 0.936)  -0.18
C (-0.168, -4.474, 0.322)  -0.68
C (0.034, -4.737, -1.059)  -0.11
C (0.177, -3.602, -1.885)  -0.02
Pd (0.322, -0.459, 0.857)  0.34
P (0.529, 1.618, -0.073)  0.82
H (3.542, -0.833, -3.464)  0.12
H (-0.213, 0.085, -5.440)  0.12
H (4.499, 1.356, -4.460)  0.11
H (0.920, 2.187, -6.405)  0.11
H (0.498, -3.618, -2.908)  0.11
H (-1.216, -1.302, 0.265)  0.07
H (0.058, -5.740, -1.499)  0.10
H (-0.595, -3.092, 2.007)  0.09
C (0.156, 2.900, 1.188)  -0.40
C (0.854, 4.261, 1.088)  -0.15
H (0.372, 2.422, 2.160)  0.05
H (-0.943, 3.017, 1.094)  0.06
H (0.541, 4.788, 2.001)  0.07
H (1.959, 4.207, 1.064)  0.07
H (0.512, 4.830, 0.204)  0.06
C (2.219, 1.848, -0.721)  -0.39
C (2.477, 2.993, -1.704)  -0.15
H (2.460, 0.876, -1.186)  0.06
H (2.810, 1.979, 0.204)  0.06
H (3.561, 2.944, -1.884)  0.07
H (1.963, 2.882, -2.675)  0.06
H (2.216, 3.976, -1.277)  0.06
C (-0.551, 1.953, -1.500)  -0.40
C (-0.878, 3.425, -1.787)  -0.15
H (-1.454, 1.344, -1.311)  0.05
H (0.000, 1.477, -2.329)  0.05
H (-1.515, 3.397, -2.683)  0.07
H (-1.421, 3.927, -0.967)  0.06
H (0.028, 4.014, -2.003)  0.05
Br (-0.211, -5.985, 1.505)  0.67
P (1.897, -0.874, 2.370)  0.78
C (2.874, 0.604, 2.641)  -0.41
C (3.467, 0.586, 4.044)  -0.16
H (2.189, 1.460, 2.473)  0.05
H (3.636, 0.617, 1.842)  0.08
H (4.048, 1.507, 4.161)  0.07
H (2.681, 0.561, 4.814)  0.07
H (4.131, -0.280, 4.183)  0.06
C (0.820, -1.350, 3.735)  -0.41
C (1.437, -2.481, 4.549)  -0.16
H (-0.130, -1.663, 3.261)  0.04
H (0.632, -0.432, 4.316)  0.08
H (0.772, -2.683, 5.397)  0.07
H (1.524, -3.399, 3.948)  0.07
H (2.434, -2.221, 4.936)  0.06
C (2.726, -2.304, 1.639)  -0.39
C (4.113, -2.484, 2.241)  -0.16
H (2.764, -2.103, 0.550)  0.08
H (2.062, -3.173, 1.788)  0.07
H (4.571, -3.345, 1.747)  0.07
H (4.748, -1.604, 2.067)  0.07
H (4.066, -2.686, 3.322)  0.06
C (-3.598, 2.054, 0.781)  -0.05
N (-4.526, 0.983, 0.448)  -0.12
C (-5.902, 1.391, 0.184)  -0.06
C (-3.907, -0.177, 0.067)  -0.46
O (-2.651, -0.200, 0.082)  -0.05
N (-4.616, -1.275, -0.324)  -0.14
C (-6.050, -1.423, -0.196)  -0.06
C (-3.822, -2.357, -0.836)  -0.04
H (-4.190, 2.909, 1.117)  0.09
H (-2.975, 2.333, -0.092)  0.08
H (-2.932, 1.725, 1.594)  0.09
H (-6.213, 1.134, -0.836)  0.09
H (-6.581, 1.001, 0.949)  0.08
H (-5.911, 2.478, 0.265)  0.08
H (-6.288, -2.500, -0.123)  0.10
H (-6.428, -0.905, 0.705)  0.08
H (-6.546, -1.014, -1.094)  0.09
H (-3.164, -1.977, -1.642)  0.11
H (-3.213, -2.783, -0.030)  0.09
H (-4.508, -3.108, -1.228)  0.09

Cartesian forces, eV/Å:
C 0.00 0.79 0.10
C 1.00 1.37 -1.50
C 0.12 0.74 0.38
C -0.47 -1.21 -0.45
N -0.04 0.91 0.17
C 0.39 -1.03 -0.13
C -0.58 -1.55 1.97
C 0.18 0.00 -3.01
C -0.16 -0.17 1.91
C -0.58 -1.65 0.82
C -0.35 0.08 -2.05
C -0.25 -1.08 0.31
C -0.02 1.33 -0.12
C -0.28 -0.28 1.67
Pd 0.30 1.65 -0.93
P -0.53 -0.75 0.01
H -0.59 0.80 -0.08
H 0.60 0.49 0.53
H -0.63 -0.36 -0.22
H 0.27 -0.43 0.23
H -0.01 -0.35 -0.36
H 0.66 -0.30 -0.30
H 0.18 0.36 0.57
H -0.07 -0.56 -0.66
C 0.21 0.12 -0.45
C -0.37 0.22 0.28
H -0.26 0.30 -0.36
H 0.48 0.01 0.32
H 0.36 0.35 -0.34
H -0.56 -0.11 0.07
H 0.21 -0.23 0.47
C -0.37 0.38 0.17
C 0.56 -0.06 0.02
H 0.08 0.35 0.29
H 0.13 -0.16 -0.54
H -0.26 0.47 -0.29
H 0.17 -0.09 0.48
H 0.20 -0.39 -0.21
C 0.05 0.43 0.21
C -0.12 -0.29 -0.55
H 0.35 0.34 -0.26
H -0.44 0.32 0.11
H 0.05 0.56 0.19
H 0.14 -0.29 -0.31
H -0.42 -0.22 0.01
Br 0.13 -0.18 -0.06
P -2.49 0.01 -2.32
C 0.43 -0.33 0.69
C 0.57 0.70 0.00
H 0.54 -0.47 0.16
H -0.20 0.09 0.36
H 0.09 -0.13 0.45
H 0.27 0.01 -0.24
H -0.19 0.31 0.01
C 0.61 -0.30 0.70
C -0.46 -0.09 0.72
H 0.49 0.26 0.57
H -0.05 -0.42 -0.02
H 0.25 -0.31 0.06
H -0.02 0.29 0.23
H -0.33 -0.05 -0.09
C 0.85 0.30 0.54
C 0.29 -0.85 -0.30
H 0.06 -0.21 0.54
H 0.33 0.37 -0.05
H 0.40 0.04 0.20
H -0.16 -0.23 0.06
H 0.04 0.08 -0.36
C 0.37 0.07 0.18
N -0.16 0.11 0.05
C 0.29 0.19 -0.07
C 1.08 0.09 -0.02
O -1.94 0.02 -0.19
N 0.00 0.96 0.46
C -0.36 -0.19 -0.07
C 0.33 -0.22 -0.35
H 0.27 -0.08 -0.02
H -0.31 -0.04 0.48
H -0.14 0.22 -0.33
H -0.12 -0.01 0.37
H -0.10 0.15 -0.37
H -0.19 -0.11 -0.12
H 0.08 0.56 0.06
H 0.20 -0.56 -0.55
H -0.16 -0.28 0.42
H -0.19 -0.44 0.41
H 0.05 -0.12 -0.34
H 0.21 -0.05 -0.05



DFT (the ωB97M-V functional and the def2-TZVPD basis) results for a 8-piece molecular cluster, H16O8 overall at a distorted geometry.

Output
HOMO level in eV: -10.64
ΔE to the lowest compared entry with this formula, charge and spin in eV: 2.903
SMILES: O.O.O.O.O.O.O.O
Total charge: 0
Energy in hartree: -611.475933
Lowest unoccupied orbital energy in Eh: -0.0302
Orbital gap in eV: 9.82
2S+1: 1

Last column: natural (NBO) charge in e.
Cartesian coordinates (Å):
O (22.320, -1.938, -6.402)  -0.94
H (22.703, -1.068, -6.266)  0.49
H (21.594, -1.989, -5.790)  0.46
O (20.350, 0.430, -5.843)  -0.94
H (19.972, 0.029, -5.023)  0.50
H (19.629, 0.209, -6.486)  0.50
O (20.779, -1.376, -8.618)  -0.94
H (20.133, -0.692, -8.554)  0.45
H (21.077, -1.476, -7.734)  0.49
O (22.441, 0.713, -8.913)  -0.98
H (22.129, -0.156, -9.123)  0.51
H (21.822, 1.377, -9.042)  0.47
O (22.830, 0.992, -6.174)  -1.01
H (21.949, 0.689, -6.014)  0.48
H (23.013, 1.017, -7.104)  0.51
O (18.987, 2.528, -4.942)  -0.94
H (18.217, 1.999, -4.625)  0.45
H (19.575, 1.768, -5.183)  0.46
O (22.392, 2.612, -3.353)  -0.95
H (22.992, 2.623, -2.593)  0.47
H (22.718, 2.041, -4.043)  0.48
O (21.635, 3.651, -6.086)  -0.94
H (22.228, 2.947, -6.137)  0.47
H (20.810, 3.377, -6.465)  0.46

Cartesian forces, eV/Å:
O 0.00 -0.38 -0.46
H 0.43 0.44 0.15
H -0.24 -0.16 0.60
O -2.36 -1.72 0.24
H 0.74 0.25 -0.51
H 1.00 0.40 0.43
O -0.48 -0.46 -1.61
H -0.87 0.69 -0.35
H 1.16 -0.63 1.58
O 3.11 -0.42 0.82
H -0.88 -0.72 -0.28
H -1.97 1.54 -0.69
O 1.78 0.30 1.60
H -0.79 0.01 -0.42
H -0.18 -0.17 -1.21
O -0.72 -1.90 0.18
H 0.40 1.11 -0.16
H -0.17 1.73 0.18
O -0.48 0.42 0.81
H -0.03 -0.31 -0.62
H 0.62 -0.23 -0.14
O -1.00 2.43 0.15
H 1.45 -2.00 -0.15
H -0.53 -0.22 -0.12



DFT (the ωB97M-V functional and the def2-TZVPD basis) results for C10H7FeNO3S as an isolated structure at a distorted geometry.

Output
HOMO level (alpha / beta) in eV: -6.28 / -8.99
ΔE to the lowest compared entry with this formula, charge and spin in eV: 0.000
Total charge: 0
Energy in hartree: -2327.386404
Lowest unoccupied orbital energy (alpha / beta) in Eh: 0.0045 / -0.1220
Orbital gap (alpha / beta) in eV: 6.40 / 5.67
2S+1: 5

Last column: natural (NBO) charge in e.
Cartesian coordinates (Å):
S (-0.688, 2.908, 2.289)  0.25
C (-2.315, 3.010, 2.265)  -0.05
N (-3.511, 3.014, 2.222)  -0.24
O (0.024, 1.886, -2.052)  -0.50
C (0.298, 0.762, -1.956)  0.52
Fe (0.322, -0.949, -1.597)  0.09
C (-1.439, -1.100, -2.026)  0.53
O (-2.509, -0.997, -2.479)  -0.46
C (1.180, -1.343, -3.039)  0.52
O (1.334, -1.332, -4.200)  -0.48
C (-0.271, 0.331, 1.679)  -0.18
C (1.096, 0.710, 1.202)  -0.49
C (1.549, -0.128, -0.042)  -0.30
C (1.323, -1.542, 0.040)  -0.32
C (-0.045, -1.805, 0.364)  -0.32
C (-0.823, -0.769, 1.043)  -0.22
H (-0.783, 0.806, 2.561)  0.23
H (1.202, 1.790, 0.989)  0.23
H (1.849, 0.522, 2.010)  0.22
H (2.465, 0.257, -0.487)  0.23
H (2.082, -2.298, -0.152)  0.25
H (-0.431, -2.833, 0.320)  0.24
H (-1.909, -0.897, 1.043)  0.23

Cartesian forces, eV/Å:
S -0.21 1.41 0.19
C -3.23 -0.10 -0.13
N 3.11 0.05 0.14
O 0.89 -1.71 0.07
C -1.33 4.51 -0.57
Fe 0.27 -0.94 2.20
C -4.60 0.03 -2.74
O 2.89 -0.28 1.56
C 0.31 -0.23 -6.08
O 0.52 -0.40 2.95
C -0.18 -1.36 -1.01
C 0.91 -0.35 -0.17
C 1.10 0.32 1.99
C -0.32 0.63 0.26
C 0.09 -0.28 2.59
C -0.25 -0.46 -0.21
H 0.47 -0.74 -1.16
H -0.18 -0.41 -0.15
H -0.29 0.16 -0.35
H 0.08 -0.25 0.26
H -0.35 0.10 -0.18
H -0.02 0.64 -0.05
H 0.30 -0.33 0.58



DFT (the ωB97M-V functional and the def2-TZVPD basis) results for C12H7ClN2O4Re as an isolated structure at a distorted geometry.

Output
HOMO level (alpha / beta) in eV: -16.63 / -16.64
Total charge: +2
Energy in hartree: -1409.769187
Lowest unoccupied orbital energy (alpha / beta) in Eh: -0.3960 / -0.3840
Orbital gap (alpha / beta) in eV: 5.85 / 6.19
2S+1: 2

Last column: natural (NBO) charge in e.
Cartesian coordinates (Å):
Re (0.262, 0.002, -0.194)  1.80
O (3.593, -1.909, 1.000)  -0.37
C (2.481, -1.556, 0.798)  0.75
O (2.036, -0.580, 0.026)  -0.57
C (1.239, -2.219, 1.451)  0.12
C (1.192, -3.316, 2.291)  -0.16
C (-0.057, -3.730, 2.763)  -0.07
C (-1.220, -3.052, 2.384)  -0.15
C (-1.069, -1.975, 1.527)  0.12
N (0.122, -1.580, 1.087)  -0.50
C (-2.186, -1.061, 0.936)  0.75
O (-3.329, -1.168, 1.221)  -0.38
O (-1.611, -0.203, 0.117)  -0.59
H (2.099, -3.834, 2.566)  0.29
H (-0.128, -4.591, 3.417)  0.28
H (-2.201, -3.351, 2.732)  0.29
Cl (-2.826, 3.819, -3.065)  0.16
C (-1.284, 3.331, -2.522)  -0.05
C (-0.143, 4.106, -2.784)  -0.08
C (1.085, 3.648, -2.333)  -0.20
C (1.151, 2.473, -1.604)  0.05
N (0.054, 1.722, -1.344)  -0.57
C (-1.132, 2.137, -1.808)  0.05
H (-0.229, 5.046, -3.309)  0.28
H (1.991, 4.204, -2.528)  0.28
H (2.105, 2.130, -1.212)  0.24
H (-1.995, 1.508, -1.613)  0.25

Cartesian forces, eV/Å:
Re 0.27 -0.65 0.11
O -0.64 0.90 -0.69
C 0.44 -3.96 3.12
O -2.78 3.35 -2.22
C 0.93 0.02 -0.12
C -0.01 0.32 -0.20
C -0.14 0.10 -0.12
C 0.27 0.25 -0.26
C -1.16 0.46 -0.20
N -0.02 -0.47 0.34
C -0.76 -3.41 2.97
O 0.56 0.59 -0.64
O 3.10 2.52 -2.14
H 0.11 0.02 -0.01
H 0.03 0.03 0.01
H 0.02 0.06 -0.05
Cl 0.18 -0.13 0.11
C 0.44 -0.30 0.20
C -0.40 -0.39 0.22
C -0.03 -0.44 0.28
C 0.65 0.40 -0.07
N 0.17 0.02 0.08
C -1.20 0.59 -0.65
H -0.04 0.03 -0.10
H 0.04 -0.01 0.05
H -0.10 -0.03 -0.02
H 0.07 0.15 0.00



DFT (the ωB97M-V functional and the def2-TZVPD basis) results for C15H28Br2F3NO3 as an isolated structure at a distorted geometry.

Output
HOMO level in eV: -6.02
Total charge: 0
Energy in hartree: -6316.135746
Lowest unoccupied orbital energy in Eh: -0.0269
Orbital gap in eV: 5.28
2S+1: 1

Last column: natural (NBO) charge in e.
Cartesian coordinates (Å):
C (-2.916, -4.014, 1.098)  -0.68
C (-1.433, -3.401, 1.429)  -0.26
Br (-0.646, -4.405, 3.018)  0.02
C (-1.461, -1.805, 1.911)  -0.29
Br (0.395, -1.413, 2.584)  0.05
C (-1.917, -0.915, 0.612)  -0.07
N (-1.204, -1.101, -0.721)  -0.58
C (-1.700, 0.021, -1.657)  -0.26
C (-2.735, 0.984, -0.763)  -0.42
C (-1.985, 0.721, 0.709)  -0.24
C (-2.657, 1.446, 2.017)  -0.43
C (-1.746, 2.813, 2.331)  -0.40
C (-0.264, 2.463, 2.963)  -0.46
C (0.868, 3.637, 2.721)  -0.08
O (1.989, 3.086, 1.892)  -0.74
H (-3.213, -4.691, 2.036)  0.26
H (-3.738, -3.218, 0.837)  0.22
H (-2.770, -4.761, 0.180)  0.24
H (-0.642, -3.515, 0.574)  0.23
H (-2.219, -1.650, 2.821)  0.27
H (-3.035, -1.203, 0.388)  0.23
H (-1.276, -2.087, -1.069)  0.47
H (-0.236, -0.723, -0.492)  0.48
H (-0.802, 0.791, -1.813)  0.27
H (-2.160, -0.383, -2.680)  0.27
H (-2.773, 2.120, -1.097)  0.26
H (-3.835, 0.533, -0.866)  0.22
H (-0.923, 1.174, 0.507)  0.23
H (-3.753, 1.866, 1.799)  0.23
H (-2.766, 0.753, 2.957)  0.22
H (-1.544, 3.326, 1.286)  0.21
H (-2.331, 3.577, 3.035)  0.23
H (-0.346, 2.135, 4.106)  0.22
H (0.126, 1.507, 2.391)  0.21
H (1.324, 3.888, 3.788)  0.18
H (0.475, 4.576, 2.142)  0.20
H (2.200, 2.145, 2.172)  0.47
C (4.258, 1.265, -2.899)  -0.65
C (4.923, -0.090, -2.755)  -0.07
O (4.122, -1.047, -2.071)  -0.58
C (3.049, -1.717, -2.791)  0.32
O (3.501, -2.249, -3.922)  -0.87
C (1.758, -0.825, -2.980)  0.91
F (1.544, -0.039, -1.885)  -0.38
F (0.635, -1.591, -3.100)  -0.37
F (1.777, 0.004, -4.051)  -0.33
H (3.720, 1.543, -1.988)  0.20
H (5.005, 2.034, -3.120)  0.20
H (3.547, 1.270, -3.727)  0.21
H (5.810, 0.048, -2.125)  0.16
H (5.293, -0.461, -3.716)  0.19
H (2.706, -2.422, -2.020)  0.08

Cartesian forces, eV/Å:
C 0.77 -1.27 -0.05
C -0.27 1.05 0.47
Br -0.78 0.14 -1.28
C -0.58 -1.13 -1.03
Br -1.23 0.56 -0.83
C -2.51 1.10 1.43
N 0.75 1.37 1.37
C -0.90 2.99 -1.31
C 0.10 -1.29 0.19
C -0.75 0.16 -1.11
C -0.15 1.17 -0.07
C 0.36 -0.16 0.12
C -0.36 -0.48 -0.38
C 0.62 -1.29 0.83
O -1.27 -0.50 1.13
H 0.36 1.75 -2.20
H 1.70 -1.53 0.62
H -0.52 1.68 1.99
H -1.55 0.11 1.65
H 1.71 -0.26 -2.24
H 2.12 0.27 0.62
H 0.63 1.32 0.04
H -0.54 -1.73 -0.82
H -1.71 -2.39 -0.20
H 1.32 0.78 2.49
H 0.42 -2.58 0.57
H 2.34 1.09 0.67
H -1.70 -0.95 0.77
H 2.35 -1.22 0.17
H 0.51 1.26 -1.82
H -0.56 -0.89 2.08
H 1.22 -1.76 -1.63
H 0.12 0.91 -2.46
H -0.70 1.89 1.15
H -1.09 -0.05 -2.30
H 0.74 -1.87 1.26
H -0.54 1.79 -0.25
C -0.23 0.23 -0.41
C 0.19 -0.18 0.32
O -0.52 0.95 0.65
C 1.82 -1.14 -2.50
O -1.59 0.79 1.17
C 1.59 0.21 -0.81
F -0.70 0.34 0.45
F -0.13 0.06 0.12
F -0.46 -0.54 0.62
H 0.16 -0.02 -0.01
H 0.01 -0.03 0.08
H 0.08 0.06 0.12
H -0.13 -0.22 0.07
H -0.34 -0.16 -0.01
H -0.20 -0.38 0.49